No. 1
The following is a quantum chemistry calculation of a single C5H10O molecule, from the Open Molecules 2025 dataset.

Properties
E_HOMO in eV: -7.97
Calculated total energy in eV: -7390.2221
Energy above the lowest of the compared OMol25 structures with the same formula, charge and spin in kcal/mol: 104.8
2S+1: 1
Orbital gap in eV: 9.004
LUMO level in eV: 1.04

Each atom is followed by the atoms it is bonded to, with distances in Å.
Atoms and positions in Å:
1 C -0.974 -0.940 0.701  C2 1.523, H7 1.092, H8 1.098, H9 1.092
2 C 0.105 0.134 0.662  C1 1.523, C3 1.520, O6 1.460, H10 1.093
3 C 1.457 -0.387 1.119  C2 1.520, H11 1.094, H12 1.093, H13 1.096
4 C -0.256 -0.121 -1.946  C5 1.485, O6 1.680, H14 1.099
5 C -0.702 1.223 -1.496  C4 1.485, O6 1.459, H15 1.094, H16 1.091
6 O 0.375 0.732 -0.643  C2 1.460, C4 1.680, C5 1.459
7 H -1.916 -0.600 0.264  C1 1.092
8 H -1.159 -1.181 1.757  C1 1.098
9 H -0.670 -1.846 0.174  C1 1.092
10 H -0.195 0.983 1.281  C2 1.093
11 H 1.401 -0.670 2.174  C3 1.094
12 H 2.219 0.388 1.005  C3 1.093
13 H 1.759 -1.266 0.539  C3 1.096
14 H 0.577 0.091 -2.632  C4 1.099
15 H -0.370 2.141 -1.991  C5 1.094
16 H -1.651 1.317 -0.968  C5 1.091

---

No. 2
The following is a quantum chemistry calculation of 2 unconnected molecules or ions with the total composition C5H10O, from the Open Molecules 2025 dataset.

Properties
E_HOMO in eV: -8.71
Calculated total energy in eV: -7390.9572
Energy above the lowest of the compared OMol25 structures with the same formula, charge and spin in kcal/mol: 87.8
2S+1: 1
Orbital gap in eV: 8.476
LUMO level in eV: -0.24

Each atom is followed by the atoms it is bonded to, with distances in Å.
Atoms and positions in Å:
1 C -1.576 0.932 -0.761  C2 1.472, H7 1.103, H8 1.098, H9 1.093
2 C -0.407 0.114 -1.120  C1 1.472, C4 1.430
3 C -0.658 -1.204 1.333  H10 1.102, H11 1.093, H12 1.092, H13 1.092
4 C 0.921 0.611 -0.933  C2 1.430, O5 1.235, C6 1.509
5 O 1.145 1.571 -1.676  C4 1.235
6 C 2.000 -0.066 -0.124  C4 1.509, H14 1.096, H15 1.094, H16 1.093
7 H -1.576 1.649 -1.600  C1 1.103
8 H -1.516 1.523 0.163  C1 1.098
9 H -2.520 0.383 -0.815  C1 1.093
10 H -0.549 -1.294 0.240  C3 1.102
11 H -0.384 -0.202 1.675  C3 1.093
12 H -0.004 -1.944 1.800  C3 1.092
13 H -1.702 -1.403 1.583  C3 1.092
14 H 1.942 0.235 0.928  C6 1.096
15 H 1.917 -1.156 -0.169  C6 1.094
16 H 2.966 0.253 -0.523  C6 1.093

---

No. 3
The following is a quantum chemistry calculation of 2 unconnected molecules or ions with the total composition C5H10O at a distorted geometry, from the Open Molecules 2025 dataset.

Properties
E_HOMO in eV: -9.25
Calculated total energy in eV: -7392.3249
Energy above the lowest of the compared OMol25 structures with the same formula, charge and spin in kcal/mol: 56.3
2S+1: 1
Orbital gap in eV: 10.216
LUMO level in eV: 0.97
SMILES string: C=CC.C=CO

Each atom is followed by the atoms it is bonded to, with distances in Å.
Atoms and positions in Å:
1 C 0.908 -2.083 -0.375  C2 1.555, H4 1.095, H5 1.059, H6 1.104
2 C -0.468 -1.457 -0.010  C1 1.555, C3 1.374, H7 1.068
3 C -1.585 -1.660 -0.784  C2 1.374, H8 1.129, H9 1.098
4 H 1.541 -1.349 -0.884  C1 1.095
5 H 0.727 -2.906 -1.017  C1 1.059
6 H 1.389 -2.371 0.576  C1 1.104
7 H -0.695 -0.989 0.923  C2 1.068
8 H -2.541 -1.174 -0.431  C3 1.129
9 H -1.587 -2.290 -1.684  C3 1.098
10 C 0.496 3.104 0.239  C11 1.304, H13 1.083, H14 1.097
11 C -0.183 2.020 0.496  C10 1.304, O12 1.387, H15 1.058
12 O 0.314 1.042 1.344  C11 1.387, H16 0.974
13 H 0.173 3.656 -0.634  C10 1.083
14 H 1.438 3.367 0.738  C10 1.097
15 H -1.192 1.843 0.234  C11 1.058
16 H 1.264 1.246 1.268  O12 0.974

---

No. 4
The following is a quantum chemistry calculation of 2 unconnected molecules or ions with the total composition C5H10O, from the Open Molecules 2025 dataset.

Properties
E_HOMO in eV: -9.65
Calculated total energy in eV: -7391.4983
Energy above the lowest of the compared OMol25 structures with the same formula, charge and spin in kcal/mol: 75.3
2S+1: 1
Orbital gap in eV: 10.725
LUMO level in eV: 1.07
SMILES string: CC1C=C1.CO

Each atom is followed by the atoms it is bonded to, with distances in Å.
Atoms and positions in Å:
1 C -0.808 0.714 -2.032  O6 1.412, H7 1.100, H8 1.093, H9 1.101
2 C -0.558 -1.048 1.981  C3 1.500, C5 1.293, H10 1.079
3 C 0.564 -0.216 1.433  C2 1.500, C4 1.521, C5 1.507, H11 1.097
4 C 1.442 -0.707 0.291  C3 1.521, H12 1.099, H13 1.096, H14 1.096
5 C -0.924 -0.026 1.279  C2 1.293, C3 1.507, H15 1.081
6 O -0.728 1.798 -1.131  C1 1.412, H16 0.966
7 H 0.134 0.551 -2.575  C1 1.100
8 H -1.587 0.961 -2.759  C1 1.093
9 H -1.088 -0.225 -1.531  C1 1.101
10 H -0.816 -1.917 2.566  C2 1.079
11 H 1.098 0.445 2.126  C3 1.097
12 H 1.841 0.127 -0.303  C4 1.099
13 H 2.302 -1.272 0.670  C4 1.096
14 H 0.875 -1.362 -0.380  C4 1.096
15 H -1.693 0.593 0.839  C5 1.081
16 H -0.053 1.583 -0.475  O6 0.966

---

No. 5
The following is a quantum chemistry calculation of a single C5H10O molecule at a distorted geometry, from the Open Molecules 2025 dataset.

Properties
E_HOMO in eV: -9.29
Calculated total energy in eV: -7393.1899
Energy above the lowest of the compared OMol25 structures with the same formula, charge and spin in kcal/mol: 36.3
2S+1: 1
Orbital gap in eV: 10.380
LUMO level in eV: 1.09
SMILES string: C/C=C/[C@H](C)O

Each atom is followed by the atoms it is bonded to, with distances in Å.
Atoms and positions in Å:
1 C 2.288 0.592 -0.816  C2 1.501, H7 1.096, H8 1.099, H9 1.092
2 C 0.857 0.153 -0.714  C1 1.501, C3 1.339, H11 1.091
3 C 0.404 -0.747 0.169  C2 1.339, C5 1.512, H12 1.091
4 O -0.734 0.546 1.499  C5 1.436, H10 0.992
5 C -1.002 -0.625 0.711  C3 1.512, O4 1.436, C6 1.523, H13 1.099
6 C -2.161 -0.374 -0.245  C5 1.523, H14 1.094, H15 1.096, H16 1.095
7 H 2.829 0.373 0.112  C1 1.096
8 H 2.375 1.672 -0.996  C1 1.099
9 H 2.780 0.079 -1.645  C1 1.092
10 H -0.106 0.978 0.865  O4 0.992
11 H 0.147 0.605 -1.408  C2 1.091
12 H 1.090 -1.232 0.865  C3 1.091
13 H -1.261 -1.459 1.378  C5 1.099
14 H -1.965 0.491 -0.886  C6 1.094
15 H -3.060 -0.146 0.338  C6 1.096
16 H -2.365 -1.242 -0.880  C6 1.095

---

No. 6
The following is a quantum chemistry calculation of a single C5H10O molecule at a distorted geometry, from the Open Molecules 2025 dataset.

Properties
E_HOMO in eV: -8.12
Calculated total energy in eV: -7391.9668
Energy above the lowest of the compared OMol25 structures with the same formula, charge and spin in kcal/mol: 64.5
2S+1: 1
Orbital gap in eV: 8.950
LUMO level in eV: 0.83
SMILES string: C/C=C(\O)CC

Each atom is followed by the atoms it is bonded to, with distances in Å.
Atoms and positions in Å:
1 C -0.599 1.409 -1.609  C2 1.537, H7 1.094, H8 1.094, H9 1.097
2 C 0.666 1.041 -0.817  C1 1.537, C3 1.488, H10 1.089, H11 1.095
3 C 0.317 0.250 0.393  C2 1.488, O4 1.362, C6 1.323
4 O -0.580 0.872 1.207  C3 1.362, H12 0.968
5 C -0.182 -2.078 1.364  C6 1.590, H13 1.098, H14 1.107, H15 1.128
6 C 0.684 -1.010 0.565  C3 1.323, C5 1.590, H16 1.096
7 H -0.328 2.016 -2.478  C1 1.094
8 H -1.293 1.984 -0.989  C1 1.094
9 H -1.130 0.519 -1.972  C1 1.097
10 H 1.196 1.947 -0.527  C2 1.089
11 H 1.327 0.429 -1.440  C2 1.095
12 H -0.744 0.301 1.971  O4 0.968
13 H -1.067 -1.673 1.872  C5 1.098
14 H -0.582 -2.709 0.548  C5 1.107
15 H 0.786 -1.871 1.907  C5 1.128
16 H 1.530 -1.426 0.006  C6 1.096